(1)
{"formula": "C5H22N2O8", "method": "the ωB97M-V functional and the def2-TZVPD basis", "energy_ev": -24900.042, "smiles": "COC(=O)NN=C(C)C.O.O.O.O.O.O", "homo_ev": -8.73, "max_force_ev_per_a": 1.814, "e_lumo_ev": -0.08, "species": ["C", "O", "C", "O", "N", "N", "C", "C", "C", "H", "H", "H", "H", "H", "H", "H", "H", "H", "H", "O", "H", "H", "O", "H", "H", "O", "H", "H", "O", "H", "H", "O", "H", "H", "O", "H", "H"], "positions_angstrom": [[1.816635, 0.183252, 0.211705], [1.842132, 0.608615, 1.561192], [1.387578, 1.880225, 1.766475], [2.079309, 2.736519, 2.264101], [0.026617, 2.138300, 1.371612], [-0.797855, 1.060635, 1.788351], [-1.827606, 0.870791, 1.062243], [-2.425074, -0.505169, 0.989964], [-2.477150, 1.939515, 0.225201], [2.630455, 0.603030, -0.374174], [1.965210, -0.889329, 0.187732], [0.873674, 0.382009, -0.288243], [0.017082, 2.208690, 0.359918], [-1.598901, -1.203736, 1.047915], [-3.098854, -0.751596, 1.808507], [-2.897215, -0.673789, 0.033525], [-3.553877, 1.794116, 0.207396], [-2.128737, 1.863724, -0.808153], [-2.194767, 2.909823, 0.618681], [4.705245, -1.329369, 0.713051], [4.256607, -2.157617, 0.904402], [4.181164, -0.661255, 1.172623], [-1.429559, -1.778868, -1.566754], [-0.797320, -1.098784, -1.826154], [-0.942019, -2.599341, -1.695449], [-2.732845, -4.510541, -0.221514], [-2.596255, -5.110547, -0.960162], [-2.497743, -3.642389, -0.564251], [1.781332, -0.213414, -2.815485], [2.314355, 0.550721, -3.056641], [2.326980, -0.966795, -3.061851], [-5.315942, 1.345995, -0.660853], [-5.858433, 0.980288, -1.366802], [-5.953317, 1.699456, -0.031341], [6.629464, 0.829945, 0.117405], [6.168289, 0.002122, 0.309767], [6.121327, 1.504760, 0.576069]], "atomic_forces_ev_per_a": [[-0.15, -0.51, -0.44], [0.35, 0.44, 0.20], [0.42, 1.15, 0.71], [-0.72, -1.27, -0.65], [-0.07, 0.21, 0.82], [0.95, -0.93, -1.23], [-0.72, 0.29, 0.10], [0.32, -0.15, 0.88], [0.74, -0.24, -0.08], [0.09, 0.35, 0.08], [-0.09, -0.19, 0.20], [-0.17, 0.10, 0.04], [-0.18, 0.38, -0.09], [0.05, -0.22, 0.10], [-0.27, 0.15, -0.02], [-0.34, 0.18, -0.09], [0.27, 0.04, 0.02], [-0.11, 0.11, -0.19], [-0.11, 0.24, -0.06], [-0.16, 0.16, 0.03], [0.11, -0.08, 0.03], [-0.01, -0.05, 0.08], [0.18, -0.23, -0.17], [-0.01, 0.07, -0.04], [0.07, 0.02, -0.06], [0.12, -0.01, -0.05], [-0.06, -0.05, 0.00], [-0.13, 0.15, 0.07], [-0.03, -0.08, -0.01], [-0.04, 0.05, -0.01], [0.01, -0.03, -0.01], [-0.43, -0.05, -0.10], [0.04, -0.04, -0.03], [0.00, 0.00, 0.02], [-0.08, -0.03, -0.02], [0.09, -0.02, -0.05], [0.04, 0.05, 0.03]]}

***

(2)
{"formula": "C5H22NO6S", "method": "the ωB97M-V functional and the def2-TZVPD basis", "energy_ev": -30153.427, "charge": -1, "homo_ev": -5.23, "max_force_ev_per_a": 2.597, "e_lumo_ev": 2.70, "species": ["C", "C", "C", "C", "S", "N", "C", "O", "H", "H", "H", "H", "H", "H", "H", "H", "H", "H", "H", "H", "H", "H", "O", "H", "H", "O", "H", "H", "O", "H", "H", "O", "H", "H", "O"], "positions_angstrom": [[1.184450, 2.255235, 1.894629], [0.159113, 1.407223, 1.113614], [-0.561504, 0.501713, 2.153804], [-2.125712, 0.467690, 1.912345], [-2.757413, -1.251978, 1.839927], [0.855777, 0.479704, 0.220458], [0.167321, -0.575913, -0.503479], [-0.443238, -0.051593, -1.652222], [0.936589, 2.419701, 2.971333], [2.187707, 1.844741, 1.896340], [1.127123, 3.288064, 1.477590], [-0.598271, 1.919535, 0.521563], [-0.182053, -0.511220, 2.097032], [-0.432808, 0.771091, 3.185210], [-2.413421, 0.794655, 0.893861], [-2.607881, 1.106570, 2.644171], [-3.321768, -1.188813, 3.040569], [1.299070, 1.028577, -0.524334], [1.021939, -1.247050, -0.723050], [-0.600007, -1.219741, -0.011743], [-1.178998, -1.151492, -2.463250], [-1.856182, -2.566699, -2.449531], [-1.325838, -2.005678, -3.030883], [3.447830, -0.441081, -1.920957], [2.875924, -1.607938, -1.460504], [3.771610, -1.222544, -1.433337], [3.711965, -1.109850, 1.414134], [2.466686, -0.234769, 1.354237], [3.047624, -0.707524, 1.980977], [1.786796, -0.254327, -3.684899], [0.863471, 0.059359, -2.436634], [1.823008, 0.150667, -2.822906], [-2.481583, 1.706644, -2.577909], [-1.396206, 1.682716, -1.440959], [-1.903004, 2.262444, -2.054998]], "atomic_forces_ev_per_a": [[-0.96, 1.94, -0.12], [0.10, -2.10, 1.52], [-1.94, -0.06, -0.94], [1.17, -0.48, -1.20], [-0.29, 0.32, 0.54], [1.13, 0.49, 0.65], [-0.71, -0.14, -1.39], [0.39, -0.05, 0.66], [-0.17, -0.42, -0.78], [0.10, -0.01, -0.39], [0.73, -0.57, 0.12], [0.04, 0.87, 0.41], [0.14, -0.12, -0.22], [0.31, 0.57, 0.42], [0.51, 0.37, 0.59], [-0.45, -0.26, -0.01], [-0.19, -0.36, 0.28], [-0.04, -0.28, 0.27], [-0.44, -0.20, -0.34], [0.71, 0.73, 0.75], [0.49, -0.75, -0.48], [0.12, 0.06, -0.24], [-0.50, 0.36, 0.55], [0.54, 0.33, -0.04], [0.53, -0.56, 0.40], [-0.97, 0.12, -0.23], [0.00, 0.00, -0.14], [-0.25, -0.17, -0.10], [0.07, 0.11, 0.06], [-0.07, -0.17, -0.36], [0.10, 0.25, -0.28], [-0.18, 0.19, 0.35], [0.24, -0.43, 0.15], [-0.29, -0.35, -1.16], [0.03, 0.76, 0.71]]}

***

(3)
{"formula": "C5H22NO8", "method": "the ωB97M-V functional and the def2-TZVPD basis", "energy_ev": -23412.877, "charge": -1, "homo_ev": -5.33, "max_force_ev_per_a": 5.320, "e_lumo_ev": 3.18, "species": ["C", "C", "C", "N", "C", "C", "O", "O", "H", "H", "H", "H", "H", "H", "H", "H", "H", "H", "H", "H", "O", "H", "H", "O", "H", "H", "O", "H", "H", "O", "H", "H", "O", "H", "H", "O"], "positions_angstrom": [[1.936204, 0.901532, -2.127830], [2.126191, 2.333314, -1.479020], [1.211700, -0.188314, -1.201448], [1.991739, -0.511502, 0.050934], [1.115542, -0.499642, 1.266201], [0.217875, 0.820816, 1.453269], [0.703366, 1.905978, 1.371006], [-1.025770, 0.635412, 1.745020], [3.032096, 0.570696, -2.272173], [1.477982, 0.926764, -3.051010], [2.760129, 2.323465, -0.432515], [2.537420, 2.929114, -2.253928], [1.072476, 2.733627, -1.188749], [1.469099, -0.986860, -1.945160], [0.172252, -0.022926, -1.104255], [2.677573, 0.247652, 0.092008], [1.742006, -0.544500, 2.235284], [0.491740, -1.500783, 1.201422], [-1.082162, -2.937172, -1.284824], [-1.082206, -2.355530, -2.565108], [-0.901667, -3.208990, -2.153652], [-1.897331, 1.790709, -0.076928], [-1.156066, 0.787491, -0.707484], [-1.639841, 1.560759, -1.035429], [2.160509, -2.841275, -1.902991], [0.704246, -3.331144, -2.334943], [1.625799, -3.216969, -2.642952], [-2.713837, -0.517846, -0.351943], [-2.583342, -1.460588, 0.945778], [-2.926046, -1.370327, 0.051813], [-2.068389, 3.424632, 0.498322], [-0.998972, 2.926328, 1.435449], [-2.013375, 2.977709, 1.375825], [-0.186541, -1.481856, 3.952422], [-1.217084, -0.624210, 3.204088], [-1.184821, -1.368762, 3.798827]], "atomic_forces_ev_per_a": [[2.61, 0.49, 4.61], [-1.92, -1.16, 2.58], [4.09, -0.57, -2.26], [-0.98, 1.12, -0.13], [-0.11, -0.80, 0.30], [-3.06, -3.99, 0.93], [2.42, 3.21, -0.65], [1.34, -1.35, -0.25], [-1.65, -0.10, -0.04], [-1.11, 0.23, -1.96], [-1.46, 0.03, -2.89], [0.73, 0.99, -0.31], [1.88, -0.50, -0.44], [-1.40, -0.18, 1.02], [-0.72, 0.02, 0.28], [-0.31, -0.29, 0.53], [-0.65, -0.12, -1.59], [0.88, 2.22, 0.34], [-0.58, 0.05, 2.58], [0.07, -0.10, -0.73], [-0.39, 0.13, -1.57], [-0.02, 0.23, -1.34], [0.20, 0.07, -0.64], [-0.54, -0.40, 2.14], [-0.88, -0.54, -0.78], [0.40, 0.16, 0.07], [1.34, 0.18, 0.52], [0.12, 0.03, 0.82], [0.31, 0.85, -0.04], [-0.31, -0.79, -0.82], [-0.34, 0.05, 0.99], [-1.54, -0.53, 0.40], [1.63, 1.34, -1.50], [-2.36, 0.24, -0.37], [-0.07, 1.06, -1.04], [2.39, -1.26, 1.22]]}